Entry 1:
# C34H34LiN5O5

C34H34LiN5O5 as an isolated structure (ωB97M-V/def2-TZVPD, the OMol25 dataset).

For the LUMO energy, the calculation gives 4.19 eV. For the HOMO energy, the calculation gives -0.0962 eV. The calculation puts the maximum force at 0.809 eV/A. As for the multiplicity: 1. The charge is -2. The HOMO-LUMO gap comes out at 4.29 eV. For the total energy, the calculation gives -1973.5300 hartree. The value obtained for the molecular weight is 599.617 Da. The calculation puts the energy above the lowest of the compared OMol25 structures with the same formula, charge and spin at 0.3189 eV.

Last column: Löwdin charge in e.
Element x y z (Å)
1 Li 1.354 1.361 -0.240  0.533
2 C 5.297 2.353 -1.667  -0.064
3 C 3.952 2.579 -0.960  -0.533
4 O 3.281 1.538 -0.720  -0.125
5 C 3.597 3.891 -0.662  -0.079
6 C 2.369 4.248 -0.005  -0.378
7 C 2.091 5.710 0.291  -0.069
8 N 1.540 3.324 0.323  -0.031
9 N 0.335 3.641 0.907  0.042
10 C -0.226 2.543 1.377  -0.535
11 O 0.294 1.387 1.462  -0.136
12 C -1.652 2.705 1.811  -0.131
13 C -2.300 3.939 1.865  -0.043
14 C -3.638 4.021 2.218  -0.119
15 C -4.362 2.871 2.517  -0.137
16 C -3.725 1.638 2.465  -0.112
17 C -2.385 1.560 2.119  -0.032
18 H 5.118 2.148 -2.727  0.061
19 H 5.772 1.471 -1.233  0.059
20 H 5.969 3.211 -1.585  0.048
21 H 4.277 4.691 -0.937  0.060
22 H 3.011 6.298 0.266  0.048
23 H 1.612 5.803 1.266  0.050
24 H 1.394 6.112 -0.451  0.064
25 H -1.730 4.820 1.602  0.098
26 H -4.130 4.988 2.251  0.082
27 H -5.414 2.938 2.774  0.077
28 H -4.285 0.733 2.682  0.085
29 H -1.872 0.610 2.044  0.095
30 C -1.989 -2.667 2.176  -0.064
31 O -1.010 -2.980 1.211  -0.073
32 C -1.221 -4.024 0.379  -0.226
33 C -2.117 -5.049 0.642  -0.030
34 C -2.168 -6.170 -0.182  -0.122
35 C -1.319 -6.261 -1.268  -0.128
36 C -0.457 -5.214 -1.566  -0.031
37 C -0.407 -4.066 -0.775  -0.178
38 N 0.453 -3.034 -1.111  0.149
39 C 0.307 -1.632 -0.895  -0.353
40 N -0.944 -1.171 -1.074  0.152
41 C -1.425 0.167 -1.238  -0.224
42 C -0.575 1.253 -1.449  -0.073
43 C -1.265 2.459 -1.689  -0.179
44 C -2.647 2.577 -1.708  -0.135
45 C -3.451 1.465 -1.467  -0.083
46 C -2.824 0.259 -1.223  -0.237
47 O -3.526 -0.922 -0.935  -0.134
48 C -4.910 -0.885 -1.126  -0.132
49 N 1.327 -0.917 -0.646  0.139
50 C 2.620 -1.420 -0.632  -0.229
51 C 3.345 -1.424 -1.831  -0.038
52 C 4.626 -1.934 -1.920  -0.121
53 C 5.233 -2.460 -0.789  -0.128
54 C 4.548 -2.442 0.414  -0.031
55 C 3.261 -1.924 0.515  -0.225
56 O 2.711 -1.988 1.766  -0.095
57 C 1.905 -0.890 2.214  -0.067
58 H -1.664 -1.735 2.632  0.090
59 H -2.062 -3.444 2.947  0.086
60 H -2.968 -2.517 1.712  0.098
61 H -2.755 -4.999 1.514  0.098
62 H -2.859 -6.972 0.048  0.088
63 H -1.340 -7.137 -1.906  0.088
64 H 0.180 -5.265 -2.442  0.108
65 H 1.336 -3.288 -1.521  0.136
66 H -1.674 -1.860 -1.113  0.118
67 H -0.677 3.360 -1.849  0.069
68 H -3.126 3.539 -1.879  0.080
69 H -4.529 1.566 -1.442  0.083
70 H -5.273 -1.907 -0.996  0.080
71 H -5.171 -0.536 -2.132  0.087
72 H -5.412 -0.236 -0.397  0.084
73 H 2.861 -0.980 -2.693  0.119
74 H 5.159 -1.903 -2.864  0.087
75 H 6.241 -2.859 -0.833  0.082
76 H 5.004 -2.826 1.320  0.105
77 H 1.819 -1.019 3.294  0.085
78 H 0.915 -0.890 1.767  0.055
79 H 2.368 0.071 1.991  0.091

Force components x, y, z for each atom (eV/Å):
Li 0.1 0.0 -0.3
C -0.1 0.0 0.1
C 0.1 0.1 0.0
O 0.2 -0.2 -0.2
C 0.1 0.0 -0.1
C -0.2 0.3 0.2
C -0.1 -0.2 0.0
N 0.0 -0.5 -0.1
N -0.4 0.3 0.2
C 0.4 0.2 0.1
O -0.3 0.1 0.1
C -0.2 -0.1 0.1
C 0.1 0.0 0.0
C -0.1 0.0 0.0
C 0.0 0.0 0.0
C -0.1 0.0 0.0
C 0.1 0.0 0.0
H 0.0 0.0 0.0
H 0.0 0.0 0.0
H 0.0 0.0 0.0
H 0.0 0.0 0.0
H 0.0 0.0 0.0
H 0.0 0.0 0.0
H 0.0 0.0 0.0
H 0.0 0.0 0.0
H 0.0 0.0 0.0
H 0.0 0.0 0.0
H 0.0 0.0 0.0
H 0.0 0.0 0.0
C -0.1 0.1 0.1
O 0.1 0.1 -0.1
C 0.1 0.0 0.1
C 0.0 -0.1 -0.1
C 0.0 0.0 0.0
C 0.0 -0.1 0.0
C -0.1 0.1 0.1
C -0.1 0.0 -0.2
N 0.1 0.0 0.1
C 0.1 -0.4 -0.1
N -0.2 -0.2 0.2
C 0.1 0.3 0.0
C -0.1 -0.1 -0.1
C 0.0 -0.1 -0.1
C 0.0 0.1 0.0
C -0.1 0.0 0.0
C 0.0 -0.1 0.1
O 0.1 0.0 -0.1
C -0.1 -0.1 0.0
N 0.2 0.8 0.2
C 0.1 -0.6 -0.1
C -0.1 0.0 0.0
C 0.1 0.0 0.0
C 0.0 0.0 0.0
C 0.1 0.0 0.0
C 0.0 0.1 0.2
O 0.0 -0.1 -0.2
C -0.1 0.0 0.0
H 0.0 0.0 0.0
H 0.0 0.0 0.0
H 0.0 0.0 0.0
H 0.0 0.0 0.0
H 0.0 0.0 0.0
H 0.0 0.0 0.0
H 0.0 0.0 0.0
H 0.0 0.0 0.1
H 0.0 -0.1 -0.1
H 0.0 0.0 0.0
H 0.0 0.0 0.0
H 0.0 0.0 0.0
H 0.0 0.0 0.0
H 0.0 0.0 0.0
H 0.0 0.0 0.0
H 0.0 0.0 0.0
H 0.0 0.0 0.0
H 0.0 0.0 0.0
H 0.0 0.0 0.0
H 0.0 0.0 0.0
H 0.0 0.0 0.0
H 0.0 0.0 0.0

Entry 2:
# C24H32ClN3Pd

C24H32ClN3Pd as an isolated structure at a distorted geometry (ωB97M-V/def2-TZVPD, the OMol25 dataset).

For the LUMO energy (alpha / beta), the calculation gives 4.32 / 3.43 eV. For the HOMO energy (alpha / beta), the calculation gives 2.9725 / -2.4557 eV. The calculation puts the maximum force at 1.752 eV/A. As for the multiplicity: 5. The charge is -2. The HOMO-LUMO gap (alpha / beta) comes out at 1.34 / 5.88 eV. As for the expectation value of S²: 6.06. For the total energy, the calculation gives -1685.8651 hartree. The value obtained for the molecular weight is 504.414 Da.

Last column: natural (NBO) charge in e.
Element x y z (Å)
1 Pd 0.147 0.090 -1.657  0.806
2 Cl 0.995 1.935 -2.931  -0.760
3 C -1.761 -0.551 -1.543  -0.302
4 C -2.694 -0.316 -2.556  -0.244
5 C -3.938 -0.990 -2.478  -0.238
6 C -4.224 -1.809 -1.373  -0.081
7 C -3.323 -1.907 -0.315  -0.246
8 C -2.078 -1.270 -0.402  -0.195
9 H -2.379 0.352 -3.351  0.224
10 H -4.678 -0.876 -3.276  0.191
11 H -3.582 -2.487 0.577  0.182
12 H -1.349 -1.312 0.388  0.193
13 C -5.489 -2.608 -1.284  -0.616
14 H -5.676 -2.847 -0.230  0.199
15 H -5.386 -3.565 -1.808  0.201
16 H -6.348 -2.077 -1.710  0.199
17 C 2.164 -0.051 -7.813  -0.234
18 N 1.903 -0.429 -6.503  -0.436
19 H 1.371 1.591 -8.987  0.210
20 N 0.651 1.272 -6.922  -0.433
21 H 2.883 -0.508 -8.468  0.210
22 C 2.740 -1.299 -5.671  0.110
23 C 3.603 -2.167 -6.564  -0.966
24 C 3.629 -0.420 -4.783  -0.648
25 H 4.334 -1.571 -7.118  0.200
26 H 4.196 -2.853 -5.946  0.205
27 H 3.005 -2.770 -7.259  0.205
28 H 2.352 -2.973 -4.385  0.190
29 H 0.993 -2.551 -5.425  0.212
30 H 3.024 0.117 -4.037  0.249
31 C 1.798 -2.129 -4.816  -0.626
32 H 4.188 0.317 -5.382  0.204
33 H 4.346 -1.066 -4.255  0.191
34 H 1.343 -1.533 -4.012  0.235
35 C 1.393 1.022 -8.074  -0.251
36 C 0.839 3.523 -5.984  -0.645
37 H 1.715 3.758 -6.609  0.196
38 H 0.268 4.450 -5.837  0.186
39 C -0.085 2.526 -6.684  0.130
40 H -1.815 3.115 -5.593  0.187
41 C -0.544 3.121 -8.003  -0.738
42 H -1.147 2.416 -8.590  0.209
43 H 1.135 3.125 -4.999  0.269
44 H -0.916 1.750 -4.857  0.272
45 H 0.304 3.489 -8.591  0.203
46 H -1.166 4.001 -7.795  0.202
47 C -1.266 2.185 -5.801  -0.631
48 H -1.936 1.490 -6.325  0.201
49 C 0.942 0.357 -5.972  0.128
50 N 0.809 -0.150 0.169  -0.448
51 C 0.675 -0.198 1.489  0.054
52 C 1.545 -0.967 2.351  -0.226
53 C 1.248 -1.116 3.693  -0.233
54 C 0.138 -0.430 4.240  -0.253
55 C -0.671 0.411 3.447  -0.231
56 C -0.374 0.563 2.106  -0.215
57 H 2.431 -1.418 1.888  0.215
58 H 1.866 -1.742 4.355  0.201
59 H -0.080 -0.512 5.309  0.192
60 H -1.511 0.974 3.882  0.204
61 H -0.921 1.260 1.457  0.232

Force components x, y, z for each atom (eV/Å):
Pd 1.2 1.2 -0.5
Cl 0.1 0.1 0.4
C 0.2 0.2 0.2
C -0.5 -1.0 0.8
C 0.7 0.4 0.0
C 0.0 0.3 -0.1
C 0.7 0.3 0.0
C -1.3 -0.5 -0.4
H -0.4 -0.2 -0.2
H 0.2 -0.1 0.2
H 0.0 0.1 -0.3
H 0.0 -0.3 0.2
C -0.2 -0.2 0.0
H -0.2 0.1 -0.2
H -0.1 0.1 0.0
H 0.1 -0.1 0.1
C 0.4 0.4 -0.2
N -0.3 0.7 -0.9
H -0.2 0.1 0.1
N 0.6 -0.4 -0.9
H 0.0 -0.2 0.1
C -0.3 0.1 0.1
C 0.3 -0.4 0.0
C 0.1 0.0 0.2
H -0.2 -0.1 -0.1
H -0.2 0.1 0.0
H 0.1 0.2 0.0
H -0.1 0.2 0.1
H 0.1 0.1 0.0
H 0.1 -0.1 -0.3
C 0.0 -0.6 0.4
H -0.2 -0.3 0.1
H -0.1 0.2 -0.1
H 0.1 -0.1 -0.3
C 0.3 -0.1 -0.1
C -0.1 0.1 0.2
H -0.2 -0.2 0.2
H 0.2 0.0 0.1
C 0.1 -0.4 0.1
H 0.0 -0.2 0.1
C -0.2 0.3 -0.2
H 0.2 0.1 0.0
H 0.0 0.2 -0.5
H -0.1 0.0 -0.3
H -0.1 -0.2 -0.1
H 0.0 -0.2 0.0
C -0.4 0.3 0.2
H 0.1 0.1 0.2
C -0.3 0.3 1.3
N -0.3 -0.8 0.4
C 0.5 0.6 0.6
C -0.2 0.0 -0.6
C -0.4 0.5 0.2
C -0.2 0.0 0.2
C 0.4 -0.2 0.1
C 0.0 0.1 -0.3
H -0.4 0.0 0.2
H -0.2 0.4 -0.4
H 0.1 -0.1 -0.4
H 0.5 -0.3 -0.1
H 0.1 -0.5 0.3

Entry 3:
# C2H4ClNO

C2H4ClNO as an isolated structure at a distorted geometry (ωB97M-V/def2-TZVPD, the OMol25 dataset).

For the LUMO energy, the calculation gives 0.40 eV. For the HOMO energy, the calculation gives -10.2693 eV. The calculation puts the maximum force at 10.052 eV/A. As for the multiplicity: 1. The HOMO-LUMO gap comes out at 10.66 eV. For the total energy, the calculation gives -668.7315 hartree. The value obtained for the molecular weight is 93.513 Da. The calculation puts the energy above the lowest of the compared OMol25 structures with the same formula, charge and spin at 1.9761 eV.

Last column: natural (NBO) charge in e.
Element x y z (Å)
1 C -0.656 -0.083 -0.030  0.606
2 C 0.648 -0.881 0.059  -0.445
3 H 0.303 1.730 -0.442  0.376
4 H -1.431 1.828 -0.317  0.410
5 H 0.603 -1.538 -0.815  0.245
6 H 0.518 -1.455 1.100  0.268
7 N -0.655 1.205 0.272  -0.780
8 O -1.636 -0.813 0.087  -0.575
9 Cl 2.305 0.009 0.085  -0.106

Force components x, y, z for each atom (eV/Å):
C -0.8 -3.5 2.1
C 0.4 -0.6 1.6
H -3.1 -2.2 3.3
H 1.7 -2.6 2.6
H 0.5 -0.1 0.5
H 0.7 1.2 -2.6
N 1.8 7.7 -6.2
O 0.4 0.8 -1.1
Cl -1.7 -0.7 -0.2

Entry 4:
# C9H6BrINO3

C9H6BrINO3 as an isolated structure at a distorted geometry (ωB97M-V/def2-TZVPD, the OMol25 dataset).

For the LUMO energy, the calculation gives 2.96 eV. For the HOMO energy, the calculation gives -3.3388 eV. The calculation puts the maximum force at 4.018 eV/A. As for the multiplicity: 1. The charge is -1. The HOMO-LUMO gap comes out at 6.29 eV. For the total energy, the calculation gives -3498.7851 hartree. The value obtained for the molecular weight is 382.959 Da. The calculation puts the energy above the lowest of the compared OMol25 structures with the same formula, charge and spin at 1.1890 eV.

Last column: natural (NBO) charge in e.
Element x y z (Å)
1 C -1.810 0.018 0.860  -0.226
2 C -1.477 -0.642 -0.358  -0.206
3 C -0.708 0.583 1.485  -0.199
4 C -0.165 -0.744 -0.788  -0.191
5 C 0.620 0.546 1.078  -0.218
6 C 0.882 -0.093 -0.112  -0.097
7 C 2.228 -0.440 -0.714  0.659
8 C 4.363 -2.630 -2.698  1.055
9 C 4.654 -0.023 -0.268  -0.307
10 N 3.254 0.119 -0.022  -0.694
11 O 4.214 -3.266 -1.764  -0.519
12 O 2.337 -1.155 -1.683  -0.628
13 O 4.417 -2.049 -3.681  -0.537
14 Br 5.198 1.709 -1.122  -0.176
15 I 5.799 -0.221 1.647  -0.124
16 H -2.796 -0.008 1.203  0.207
17 H -2.240 -1.349 -0.726  0.199
18 H -0.863 1.024 2.457  0.194
19 H -0.038 -1.080 -1.822  0.243
20 H 1.236 1.227 1.594  0.217
21 H 2.929 0.723 0.827  0.348

Force components x, y, z for each atom (eV/Å):
C 3.2 -0.9 -2.3
C -1.0 -1.0 1.7
C -1.0 0.4 1.6
C -0.9 1.3 -0.8
C -1.9 0.0 -1.2
C 0.0 -1.6 -1.1
C 1.0 0.9 0.8
C -0.8 0.3 0.1
C -0.2 -0.9 -1.0
N -0.4 1.6 3.0
O 0.3 -1.4 1.8
O -0.2 -0.2 -0.5
O 0.6 1.1 -1.7
Br 0.2 0.4 0.1
I -0.5 0.3 -0.2
H -1.2 0.2 0.8
H 0.3 0.8 -0.6
H -0.2 0.4 0.2
H 0.6 -0.6 0.7
H 1.2 0.1 0.6
H 0.9 -1.3 -2.2